[1]
Density functional theory data (ωB97M-V/def2-TZVPD) for a 11-piece molecular cluster, C45H107N5O11 overall.

## Properties
frontier orbital gap: 8.2 eV
F_max: 3.96 eV Å⁻¹
energy relative to the best compared isomer or geometry (same formula, charge and spin): 559.8 kJ/mol
SMILES string: CC1(C)CCCC(C)(C)N1O.CC1(C)CCCC(C)(C)N1O.CC1(C)CCCC(C)(C)N1O.CC1(C)CCCC(C)(C)N1O.CC1(C)CCCC(C)(C)N1O.O.O.O.O.O.O
E_tot: -78363.830 eV
HOMO level: -7.998 eV
M: 894.4 u

```
! wB97M-V def2-TZVPD RIJCOSX def2/J DEFGRID3
* xyz 0 1
C 3.369 -3.667 2.485
C 3.295 -2.796 1.257
C 4.204 -1.550 1.491
C 4.486 -0.664 0.239
C 4.960 -1.585 -0.856
C 4.039 -2.807 -1.216
N 3.816 -3.538 0.057
O 3.183 -4.741 -0.153
C 2.785 -2.194 -1.865
C 4.872 -3.637 -2.229
C 1.775 -2.319 1.169
H 3.166 -3.105 3.396
H 4.331 -4.157 2.641
H 2.712 -4.533 2.564
H 3.758 -0.969 2.298
H 5.182 -1.691 1.952
H 5.213 0.130 0.410
H 3.464 -0.354 0.022
H 5.904 -2.026 -0.539
H 5.196 -0.992 -1.740
H 3.081 -1.796 -2.835
H 2.149 -3.058 -2.055
H 2.194 -1.461 -1.316
H 4.391 -4.613 -2.298
H 4.873 -3.091 -3.172
H 5.896 -3.811 -1.897
H 1.177 -3.134 0.761
H 1.566 -1.377 0.663
H 1.342 -2.076 2.140
H 3.875 -5.358 0.097
C 2.349 8.261 -10.491
C 3.695 7.640 -10.117
C 4.271 8.216 -8.837
C 3.573 7.768 -7.559
C 3.492 6.224 -7.459
C 2.972 5.500 -8.766
N 3.552 6.141 -9.999
O 3.265 5.509 -11.172
C 3.459 4.065 -8.812
C 1.471 5.613 -8.746
C 4.650 8.026 -11.254
H 1.703 7.569 -11.031
H 2.409 9.115 -11.165
H 1.770 8.562 -9.618
H 5.311 7.922 -8.699
H 4.316 9.298 -8.956
H 2.561 8.159 -7.462
H 4.172 8.181 -6.747
H 2.819 6.099 -6.610
H 4.459 5.874 -7.098
H 2.841 3.533 -8.087
H 3.187 3.496 -9.701
H 4.530 4.121 -8.621
H 0.951 6.306 -8.085
H 1.162 5.720 -9.785
H 0.931 4.736 -8.389
H 4.945 9.073 -11.189
H 4.301 7.882 -12.276
H 5.536 7.392 -11.207
H 2.487 5.970 -11.494
C -8.680 1.152 3.137
C -7.338 1.580 2.577
C -6.374 0.424 2.933
C -6.455 -0.692 1.905
C -6.324 -0.214 0.427
C -7.306 0.987 0.126
N -7.370 1.938 1.163
O -8.109 3.022 0.826
C -6.853 1.651 -1.220
C -8.601 0.325 -0.208
C -6.945 2.823 3.385
H -8.890 0.112 2.887
H -9.488 1.668 2.618
H -8.815 1.364 4.198
H -5.409 0.931 2.945
H -6.566 -0.018 3.910
H -7.303 -1.341 2.126
H -5.599 -1.338 2.099
H -6.637 -0.973 -0.290
H -5.294 0.043 0.177
H -6.650 0.934 -2.015
H -7.635 2.283 -1.640
H -5.903 2.162 -1.062
H -9.443 1.011 -0.302
H -8.611 -0.340 -1.072
H -8.885 -0.395 0.559
H -6.834 2.520 4.426
H -7.628 3.672 3.392
H -5.959 3.153 3.057
H -7.491 3.756 0.797
C 2.065 8.575 0.788
C 0.979 8.321 1.871
C -0.063 7.283 1.405
C 0.290 5.794 1.782
C 0.589 5.763 3.348
C 1.721 6.729 3.791
N 1.440 8.118 3.319
O 2.491 9.037 3.645
C 1.672 6.767 5.334
C 3.137 6.290 3.350
C 0.198 9.690 1.935
H 2.732 7.718 0.695
H 2.654 9.487 0.892
H 1.615 8.705 -0.196
H -1.035 7.521 1.838
H -0.128 7.385 0.322
H 1.180 5.516 1.218
H -0.455 5.047 1.507
H 0.832 4.729 3.592
H -0.294 6.075 3.907
H 2.409 7.476 5.710
H 0.666 7.127 5.550
H 1.844 5.785 5.774
H 3.113 5.995 2.301
H 3.932 7.011 3.538
H 3.362 5.389 3.920
H 0.917 10.509 1.940
H -0.415 9.813 2.828
H -0.412 9.909 1.059
H 3.120 8.826 2.951
C -5.047 -10.755 8.315
C -5.923 -9.609 7.722
C -5.744 -8.308 8.532
C -4.431 -7.529 8.321
C -4.199 -7.251 6.827
C -4.319 -8.552 6.027
N -5.595 -9.247 6.341
O -5.938 -10.193 5.415
C -4.184 -8.176 4.549
C -3.058 -9.363 6.375
C -7.384 -10.011 7.952
H -5.585 -11.239 9.130
H -4.058 -10.519 8.709
H -4.909 -11.600 7.641
H -6.503 -7.541 8.380
H -5.638 -8.568 9.585
H -3.538 -7.981 8.752
H -4.502 -6.536 8.767
H -3.351 -6.633 6.533
H -4.987 -6.579 6.484
H -4.061 -9.018 3.867
H -5.059 -7.629 4.199
H -3.333 -7.522 4.358
H -2.256 -9.004 5.730
H -2.670 -9.186 7.378
H -3.117 -10.448 6.295
H -7.744 -9.857 8.968
H -7.474 -11.069 7.706
H -8.021 -9.414 7.299
H -6.442 -9.723 4.747
O 8.513 -6.237 2.362
H 7.620 -5.893 2.336
H 8.438 -7.066 2.834
O 4.723 -6.346 -8.454
H 4.957 -6.884 -7.698
H 3.766 -6.333 -8.452
O 2.419 -10.380 -4.934
H 3.281 -9.975 -4.836
H 2.554 -11.296 -4.692
O 11.827 -0.697 0.207
H 11.319 -0.551 1.005
H 11.805 -1.645 0.078
O 7.272 -1.615 -9.740
H 8.154 -1.981 -9.804
H 6.705 -2.376 -9.618
O 5.670 -10.075 1.560
H 5.326 -10.926 1.287
H 6.569 -10.257 1.835
*
```


[2]
Density functional theory data (ωB97M-V/def2-TZVPD) for a 11-piece molecular cluster, C45H108N4O11 overall.

## Properties
frontier orbital gap: 7.7 eV
F_max: 1.73 eV Å⁻¹
energy relative to the best compared isomer or geometry (same formula, charge and spin): 0.0 kJ/mol
SMILES string: CC1(C)CCCC(C)(C)N1O.CC1(C)CCCC(C)(C)N1O.CC1(C)CCCC(C)(C)N1O.CC1(C)CCCC(C)(C)N1O.CC(C)O.CC(C)O.CC(C)O.O.O.O.O
E_tot: -76896.792 eV
HOMO level: -7.374 eV
M: 881.4 u

```
! wB97M-V def2-TZVPD RIJCOSX def2/J DEFGRID3
* xyz 0 1
O -4.476 0.463 -0.973
H -5.001 -0.045 -0.345
H -3.564 0.259 -0.712
O -3.521 0.796 2.617
H -2.846 0.454 2.014
H -3.790 1.601 2.148
O -1.912 -2.813 -0.810
H -1.219 -3.364 -1.202
H -2.654 -2.896 -1.414
O -0.300 -2.905 2.337
H -1.248 -2.777 2.449
H -0.183 -2.931 1.383
C -2.346 -2.876 -4.197
C -0.911 -3.362 -4.398
C -0.090 -2.111 -4.740
C 1.398 -2.387 -4.767
C 1.832 -2.975 -3.446
C 1.033 -4.202 -2.969
N -0.408 -3.935 -3.153
O -1.206 -5.004 -2.688
C 1.485 -5.492 -3.667
C 1.309 -4.330 -1.474
C -0.893 -4.310 -5.602
H -2.694 -2.261 -5.025
H -2.403 -2.250 -3.302
H -3.059 -3.686 -4.027
H -0.467 -1.830 -5.728
H -0.298 -1.303 -4.036
H 2.001 -1.494 -4.969
H 1.719 -3.016 -5.609
H 1.776 -2.209 -2.672
H 2.871 -3.304 -3.502
H 1.215 -6.356 -3.046
H 1.052 -5.669 -4.649
H 2.568 -5.550 -3.790
H 0.658 -5.025 -0.937
H 2.341 -4.671 -1.343
H 1.232 -3.393 -0.921
H -1.577 -3.953 -6.374
H -1.280 -5.306 -5.349
H 0.094 -4.478 -6.029
H -0.893 -5.809 -3.128
C -7.301 -2.341 5.297
C -5.753 -2.104 5.336
C -5.070 -3.219 6.130
C -4.851 -4.554 5.403
C -4.203 -4.327 4.045
C -4.920 -3.244 3.215
N -5.157 -2.062 4.020
O -5.621 -0.973 3.253
C -4.023 -2.862 2.045
C -6.217 -3.836 2.631
C -5.508 -0.799 6.068
H -7.593 -3.331 5.649
H -7.660 -2.227 4.273
H -7.846 -1.575 5.851
H -4.081 -2.875 6.448
H -5.664 -3.378 7.035
H -5.759 -5.152 5.305
H -4.184 -5.084 6.088
H -4.269 -5.246 3.461
H -3.158 -4.021 4.154
H -3.576 -3.790 1.676
H -4.597 -2.399 1.246
H -3.234 -2.191 2.388
H -6.937 -4.125 3.391
H -6.679 -3.109 1.956
H -6.002 -4.688 1.975
H -5.848 -0.908 7.100
H -6.049 0.036 5.626
H -4.443 -0.548 6.080
H -4.840 -0.396 3.209
C 2.610 3.305 2.371
C 2.086 4.650 2.904
C 3.226 5.657 3.000
C 3.571 6.347 1.672
C 2.297 6.903 1.049
C 1.205 5.885 0.828
N 1.010 5.136 2.048
O -0.058 4.219 1.961
C -0.069 6.652 0.490
C 1.549 4.994 -0.386
C 1.501 4.411 4.300
H 3.337 3.424 1.559
H 1.813 2.677 1.971
H 3.083 2.723 3.168
H 2.997 6.403 3.766
H 4.081 5.081 3.366
H 4.091 5.625 1.044
H 4.204 7.195 1.937
H 2.563 7.366 0.093
H 1.904 7.716 1.667
H -0.861 5.946 0.223
H -0.435 7.260 1.319
H 0.117 7.285 -0.377
H 2.610 4.723 -0.376
H 0.999 4.051 -0.384
H 1.351 5.514 -1.325
H 1.009 3.447 4.400
H 0.785 5.210 4.511
H 2.283 4.501 5.058
H -0.780 4.690 2.387
C 5.319 -0.993 -5.287
C 5.434 0.156 -4.294
C 5.145 1.464 -5.043
C 4.936 2.643 -4.089
C 3.801 2.287 -3.155
C 4.052 1.038 -2.312
N 4.433 -0.037 -3.246
O 4.622 -1.256 -2.561
C 5.077 1.338 -1.229
C 2.711 0.645 -1.696
C 6.885 0.163 -3.765
H 4.292 -1.079 -5.649
H 5.600 -1.949 -4.843
H 5.970 -0.836 -6.149
H 5.999 1.663 -5.699
H 4.286 1.310 -5.703
H 4.699 3.523 -4.693
H 5.892 2.867 -3.612
H 2.880 2.230 -3.738
H 3.644 3.122 -2.458
H 5.837 2.034 -1.574
H 4.558 1.848 -0.408
H 5.484 0.444 -0.757
H 2.260 1.478 -1.157
H 1.997 0.270 -2.429
H 2.890 -0.195 -1.017
H 7.082 1.008 -3.104
H 7.637 0.195 -4.554
H 7.072 -0.758 -3.204
H 5.426 -1.156 -2.027
C -3.393 4.108 -0.827
C -3.803 4.027 0.637
C -4.781 5.144 0.976
O -4.479 2.766 0.858
H -2.520 4.741 -0.988
H -4.248 4.422 -1.429
H -3.106 3.122 -1.210
H -2.931 3.994 1.290
H -4.796 5.326 2.049
H -5.763 4.903 0.577
H -4.483 6.078 0.487
H -4.790 2.417 0.014
C 3.420 -3.125 1.023
C 4.127 -2.166 1.954
C 3.164 -1.303 2.735
O 4.921 -2.896 2.912
H 2.703 -3.762 1.548
H 4.145 -3.806 0.565
H 2.883 -2.576 0.251
H 4.807 -1.530 1.373
H 3.636 -0.430 3.190
H 2.663 -1.876 3.514
H 2.414 -0.901 2.051
H 5.423 -3.564 2.436
C -0.015 0.888 0.793
C -1.256 0.688 -0.054
C -0.960 0.477 -1.518
O -2.090 -0.371 0.457
H 0.467 1.823 0.482
H 0.744 0.119 0.628
H -0.234 1.007 1.853
H -1.829 1.620 0.032
H -0.549 -0.500 -1.786
H -0.203 1.195 -1.858
H -1.820 0.699 -2.154
H -1.766 -1.189 0.031
*
```